[1]
ORCA calculation (ωB97M-V with the def2-TZVPD basis set) on a 11-piece molecular cluster, C46H105FO10 overall.

## Properties
frontier orbital gap = 9.83 eV
strongest force on any atom = 3.53 eV/A
charge = 0
SMILES string = Fc1ccccc1.CCOCC.CCOCC.CCOCC.CCOCC.CCOCC.CCOCC.CCOCC.CCOCC.CCOCC.CCOCC

Element x y z (Å)
F: 17.033 16.673 17.440
C: 16.742 15.483 17.993
C: 16.870 14.383 17.181
C: 16.580 13.143 17.716
C: 16.210 13.070 19.088
C: 16.073 14.179 19.883
C: 16.477 15.430 19.346
H: 17.009 14.445 16.106
H: 16.729 12.169 17.205
H: 16.015 12.049 19.415
H: 15.788 14.124 20.945
H: 16.467 16.333 19.879
C: 12.434 15.748 18.044
C: 11.179 16.484 17.790
O: 10.081 15.581 17.796
C: 8.882 16.216 17.345
C: 7.833 15.137 17.284
H: 12.700 15.003 17.291
H: 13.232 16.487 18.024
H: 12.414 15.231 19.034
H: 11.158 17.262 18.597
H: 11.274 16.999 16.802
H: 8.572 16.973 18.132
H: 9.037 16.745 16.407
H: 8.072 14.452 16.442
H: 6.847 15.550 17.218
H: 8.006 14.508 18.164
C: 13.750 15.636 23.593
C: 13.166 17.066 23.562
O: 12.290 17.215 22.409
C: 11.570 18.470 22.514
C: 10.748 18.809 21.315
H: 14.798 15.810 23.405
H: 13.487 15.137 24.583
H: 13.349 15.129 22.755
H: 12.563 17.329 24.453
H: 13.999 17.822 23.523
H: 10.928 18.372 23.390
H: 12.265 19.247 22.745
H: 10.340 19.808 21.469
H: 10.060 17.986 21.158
H: 11.293 18.930 20.304
C: 16.450 17.178 11.233
C: 16.479 17.307 12.682
O: 17.806 17.472 13.211
C: 17.871 17.377 14.654
C: 19.055 18.229 15.006
H: 15.431 17.143 10.818
H: 16.938 18.043 10.745
H: 16.956 16.259 10.865
H: 15.965 18.220 13.023
H: 15.919 16.491 13.100
H: 16.965 17.822 15.114
H: 17.914 16.366 15.007
H: 18.811 19.224 14.665
H: 19.949 17.869 14.495
H: 19.266 18.250 16.070
C: 22.290 19.481 18.488
C: 21.211 18.455 18.612
O: 21.129 18.164 19.971
C: 20.140 17.169 20.175
C: 19.860 16.918 21.649
H: 22.111 20.209 19.255
H: 23.278 19.143 18.672
H: 22.345 19.999 17.475
H: 20.238 18.689 18.272
H: 21.504 17.567 17.997
H: 19.236 17.552 19.632
H: 20.355 16.209 19.637
H: 19.222 17.713 22.047
H: 20.820 17.149 22.126
H: 19.526 15.923 22.008
C: 14.982 13.471 12.906
C: 14.215 14.379 13.958
O: 13.538 15.493 13.373
C: 13.469 16.635 14.175
C: 12.856 17.691 13.265
H: 15.401 12.662 13.522
H: 14.140 13.087 12.281
H: 15.776 14.025 12.416
H: 13.439 13.694 14.411
H: 14.866 14.779 14.789
H: 12.855 16.473 15.104
H: 14.463 17.039 14.587
H: 13.602 18.114 12.604
H: 12.301 18.490 13.854
H: 12.037 17.215 12.692
C: 17.380 21.204 17.184
C: 16.774 20.901 15.797
O: 17.458 21.622 14.765
C: 16.893 21.508 13.486
C: 17.710 22.115 12.420
H: 18.366 20.741 17.315
H: 17.467 22.296 17.208
H: 16.664 21.022 17.997
H: 16.628 19.849 15.510
H: 15.747 21.390 15.755
H: 16.613 20.480 13.257
H: 15.928 22.062 13.535
H: 17.642 23.174 12.569
H: 17.312 21.721 11.465
H: 18.740 21.802 12.570
C: 17.743 9.493 23.022
C: 17.918 10.440 21.877
O: 19.273 10.988 21.932
C: 19.676 11.835 20.886
C: 21.139 12.120 20.976
H: 16.683 9.158 23.229
H: 18.451 8.669 23.018
H: 18.109 9.977 23.979
H: 17.726 9.945 20.969
H: 17.146 11.289 22.027
H: 19.366 11.384 19.934
H: 19.086 12.743 21.003
H: 21.376 13.057 20.485
H: 21.727 11.385 20.420
H: 21.443 12.111 22.079
C: 18.643 14.464 12.618
C: 19.370 13.461 13.519
O: 19.567 14.127 14.752
C: 20.145 13.425 15.852
C: 20.429 14.411 17.029
H: 18.558 14.099 11.524
H: 17.680 14.663 13.069
H: 19.066 15.423 12.689
H: 18.716 12.629 13.558
H: 20.354 13.098 13.041
H: 19.441 12.606 16.223
H: 21.107 12.986 15.581
H: 21.213 15.126 16.809
H: 20.632 13.929 18.006
H: 19.479 14.872 17.183
C: 16.778 7.687 17.088
C: 17.997 7.503 17.960
O: 18.984 8.503 17.575
C: 20.150 8.638 18.260
C: 20.880 9.839 17.711
H: 17.131 7.472 16.122
H: 16.012 6.959 17.273
H: 16.508 8.723 17.190
H: 17.835 7.583 19.039
H: 18.509 6.564 17.750
H: 19.947 8.734 19.450
H: 20.842 7.813 18.150
H: 20.274 10.768 17.711
H: 21.154 9.579 16.740
H: 21.777 9.996 18.281
C: 11.999 12.374 18.688
C: 13.136 11.548 18.197
O: 12.792 10.865 17.020
C: 13.860 10.274 16.323
C: 13.437 9.081 15.509
H: 12.223 12.772 19.675
H: 11.724 13.165 18.016
H: 11.185 11.720 18.944
H: 13.981 12.178 17.990
H: 13.595 10.920 19.011
H: 14.467 10.979 15.697
H: 14.631 9.893 17.050
H: 12.728 9.303 14.665
H: 12.932 8.299 16.118
H: 14.346 8.614 15.046


[2]
ORCA calculation (ωB97M-V with the def2-TZVPD basis set) on a 8-piece molecular cluster, C46H106O17 overall.

## Properties
frontier orbital gap = 9.97 eV
strongest force on any atom = 2.81 eV/A
charge = 0
SMILES string = CCOC(C)=O.COCCOCCOC.COCCOCCOC.COCCOCCOC.COCCOCCOC.COCCOCCOC.CCCCCC.CCCCCC

Element x y z (Å)
C: 33.296 -21.318 27.864
C: 33.628 -22.787 27.641
C: 34.628 -23.180 26.567
C: 35.303 -24.577 26.683
C: 34.640 -25.605 25.786
C: 35.179 -27.037 25.895
H: 32.382 -21.280 28.458
H: 32.988 -20.672 27.034
H: 34.142 -20.795 28.314
H: 33.830 -23.169 28.643
H: 32.709 -23.200 27.203
H: 35.449 -22.458 26.694
H: 34.248 -22.923 25.575
H: 36.353 -24.432 26.423
H: 35.222 -24.800 27.748
H: 33.591 -25.688 26.098
H: 34.535 -25.239 24.762
H: 34.432 -27.804 25.712
H: 36.072 -27.181 25.278
H: 35.660 -27.133 26.873
C: 30.857 -25.844 27.714
C: 30.129 -26.412 28.931
C: 30.463 -27.856 29.194
C: 31.952 -28.089 29.589
C: 32.143 -29.411 30.343
C: 33.603 -29.721 30.535
H: 30.742 -26.483 26.839
H: 31.904 -25.775 28.023
H: 30.508 -24.823 27.554
H: 30.481 -25.837 29.795
H: 29.066 -26.203 28.785
H: 30.256 -28.479 28.314
H: 29.802 -28.350 29.918
H: 32.443 -28.232 28.624
H: 32.306 -27.256 30.199
H: 31.635 -29.308 31.305
H: 31.647 -30.179 29.744
H: 34.077 -29.758 29.557
H: 34.044 -29.115 31.326
H: 33.563 -30.690 31.049
C: 32.017 -29.944 25.845
O: 31.966 -31.149 25.098
C: 32.945 -32.086 25.404
C: 33.068 -32.401 26.892
O: 31.822 -32.662 27.496
C: 31.929 -33.064 28.840
C: 32.351 -34.515 29.140
O: 33.716 -34.764 29.289
C: 33.989 -36.070 29.727
H: 31.591 -30.094 26.847
H: 31.114 -29.370 25.593
H: 32.917 -29.371 25.643
H: 33.904 -31.716 24.998
H: 32.860 -33.005 24.818
H: 33.637 -31.645 27.443
H: 33.627 -33.347 26.887
H: 30.877 -33.182 29.115
H: 32.376 -32.379 29.565
H: 32.007 -35.001 28.208
H: 31.631 -34.927 29.855
H: 35.065 -36.129 29.886
H: 33.736 -36.829 28.978
H: 33.503 -36.361 30.663
C: 28.546 -22.173 26.670
O: 28.568 -22.958 27.843
C: 28.358 -22.244 29.027
C: 29.455 -21.200 29.324
O: 29.146 -19.997 28.607
C: 29.992 -18.916 28.925
C: 29.648 -18.358 30.339
O: 29.916 -16.964 30.323
C: 29.934 -16.423 31.632
H: 29.356 -21.443 26.610
H: 27.607 -21.611 26.613
H: 28.591 -22.804 25.786
H: 28.264 -22.908 29.883
H: 27.455 -21.627 28.932
H: 30.418 -21.662 29.100
H: 29.411 -20.898 30.372
H: 29.926 -18.116 28.191
H: 31.035 -19.243 28.990
H: 30.258 -18.874 31.082
H: 28.573 -18.532 30.441
H: 28.953 -16.595 32.077
H: 30.165 -15.359 31.543
H: 30.830 -16.778 32.154
C: 26.334 -19.048 20.621
O: 26.970 -20.288 20.490
C: 28.002 -20.146 19.501
C: 28.783 -21.464 19.316
O: 29.805 -21.615 20.274
C: 29.327 -21.738 21.597
C: 30.492 -22.416 22.356
O: 29.972 -22.902 23.579
C: 30.995 -23.397 24.411
H: 25.670 -18.746 19.801
H: 27.011 -18.201 20.785
H: 25.711 -19.107 21.517
H: 28.718 -19.330 19.651
H: 27.452 -19.801 18.616
H: 29.177 -21.666 18.322
H: 28.040 -22.259 19.466
H: 28.455 -22.391 21.639
H: 29.228 -20.827 22.193
H: 31.304 -21.688 22.432
H: 30.806 -23.295 21.783
H: 30.568 -23.689 25.371
H: 31.660 -22.560 24.662
H: 31.531 -24.235 23.957
C: 29.095 -29.373 32.809
O: 29.181 -30.623 32.104
C: 27.950 -31.086 31.617
C: 28.005 -32.095 30.497
O: 28.116 -33.434 30.877
C: 29.095 -33.704 31.871
C: 29.301 -35.190 32.067
O: 30.604 -35.416 32.587
C: 30.951 -36.768 32.709
H: 28.479 -28.598 32.339
H: 30.110 -29.108 33.071
H: 28.409 -29.681 33.611
H: 27.442 -30.218 31.173
H: 27.344 -31.494 32.438
H: 28.852 -31.861 29.827
H: 27.139 -32.021 29.837
H: 29.030 -33.220 32.849
H: 30.012 -33.291 31.433
H: 29.292 -35.681 31.086
H: 28.531 -35.694 32.657
H: 31.833 -36.895 33.332
H: 31.203 -37.240 31.748
H: 30.110 -37.369 33.067
C: 33.390 -21.495 32.742
O: 33.158 -22.430 31.691
C: 31.829 -22.617 31.313
C: 30.921 -23.462 32.186
O: 30.536 -22.651 33.305
C: 29.860 -23.317 34.388
C: 30.212 -24.778 34.609
O: 31.599 -25.031 34.624
C: 31.775 -26.454 34.562
H: 34.424 -21.164 32.766
H: 33.216 -22.090 33.646
H: 32.666 -20.678 32.741
H: 31.897 -22.938 30.270
H: 31.381 -21.613 31.268
H: 31.425 -24.363 32.540
H: 30.042 -23.821 31.639
H: 28.795 -23.389 34.124
H: 29.872 -22.608 35.213
H: 29.623 -25.307 33.853
H: 29.747 -25.049 35.568
H: 31.843 -26.853 35.574
H: 32.747 -26.571 34.072
H: 31.113 -26.969 33.865
O: 37.186 -28.387 34.972
C: 36.001 -28.606 34.861
O: 35.445 -29.261 33.854
C: 36.200 -30.024 32.909
C: 37.002 -29.152 31.983
C: 34.968 -28.167 35.873
H: 35.423 -30.445 32.273
H: 36.802 -30.884 33.205
H: 37.391 -29.672 31.107
H: 37.841 -28.690 32.502
H: 36.378 -28.343 31.596
H: 34.716 -27.141 35.611
H: 35.469 -28.231 36.835
H: 34.128 -28.853 35.802


no.,E_HOMO (eV)
1,-9.35
2,-9.48